No. 1
A molecular structure, C26H35N4RuSSb in a non-equilibrium geometry. Source: the OMol25 dataset; level of theory: ωB97M-V/def2-TZVPD.

HOMO level	-14.0	eV
2S+1	1
LUMO energy	-7.01	eV
total charge	+2

```
68
C26H35N4RuSSb ωB97M-V/def2-TZVPD
Ru -1.13813 -1.21977 -1.20440
N -3.03075 -1.31810 -0.07183
N -4.13247 -1.83418 -0.77618
C -4.04069 -2.14519 -2.08370
N -5.12151 -2.61733 -2.68157
S -2.59825 -1.90412 -2.95701
H -2.82095 -1.90610 0.73725
H -3.26383 -0.39476 0.30702
H -4.98448 -1.97607 -0.25163
H -6.00148 -2.74728 -2.20627
H -5.08137 -2.86059 -3.65895
C 2.33651 -2.22113 -2.73647
C 1.05411 -2.97539 -2.39978
C 1.24935 -3.97297 -1.25656
C 0.44976 -3.63389 -3.64475
N 0.09000 -1.99179 -1.94010
H 3.11646 -2.95455 -2.94049
H 2.66017 -1.61001 -1.89829
H 2.21316 -1.58978 -3.61547
H 1.83994 -4.80826 -1.63332
H 0.29432 -4.36387 -0.90631
H 1.78219 -3.51934 -0.42104
H 1.23649 -4.21687 -4.12314
H 0.09921 -2.89293 -4.36337
H -0.37019 -4.30294 -3.38775
C 3.85184 0.55805 -0.19791
C 3.49008 0.50208 1.25906
C 4.48306 0.60938 2.22669
C 4.17785 0.55884 3.57912
C 2.86598 0.39445 3.99136
C 1.85513 0.29221 3.04693
C 2.16677 0.35781 1.69435
Sb 0.57875 0.38911 0.27777
C -1.00768 0.33303 1.75493
C -1.23947 -0.96870 2.22111
C -2.16628 -1.23811 3.21734
C -2.90063 -0.18694 3.75230
C -2.66555 1.10593 3.31326
C -1.70865 1.39921 2.33599
C -1.46700 2.84058 1.97851
C 0.60304 2.37764 -0.45598
C 1.56241 3.22795 0.08922
C 1.62554 4.55812 -0.29388
C 0.72373 5.04042 -1.23079
C -0.23019 4.19194 -1.77262
C -0.30638 2.85276 -1.40266
C -1.38095 1.98698 -2.00554
H 4.93046 0.52471 -0.33716
H 3.48987 1.47302 -0.67409
H 3.43285 -0.29143 -0.73816
H 5.51237 0.73117 1.91384
H 4.97015 0.64355 4.31069
H 2.62424 0.34535 5.04422
H 0.83512 0.16582 3.38042
H -0.63701 -1.79255 1.84164
H -2.29379 -2.24772 3.58712
H -3.62762 -0.36646 4.53320
H -3.21342 1.92407 3.76443
H -1.96341 3.49596 2.69112
H -1.84075 3.08485 0.98198
H -0.40429 3.07877 1.98734
H 2.26101 2.86698 0.83553
H 2.37163 5.20961 0.14016
H 0.75842 6.07638 -1.53951
H -0.93431 4.57619 -2.50036
H -2.01477 2.56643 -2.67480
H -2.04131 1.57005 -1.22868
H -0.96441 1.15973 -2.58333
```

No. 2
A molecular structure, C26H36AuNOSi in a non-equilibrium geometry. Source: the OMol25 dataset; level of theory: ωB97M-V/def2-TZVPD.

HOMO level (spin up / spin down)	-7.8 / -7.7	eV
2S+1	3
ΔE to the lowest compared entry with this formula, charge and spin	181.3	kJ/mol
LUMO energy (spin up / spin down)	0.67 / -2.02	eV

```
66
C26H36AuNOSi ωB97M-V/def2-TZVPD
C 2.38177 -0.40352 1.61653
C 2.44642 -1.22801 0.46599
C 1.99711 -0.51098 -0.66070
H 2.84269 -2.25899 0.45739
C 1.60482 0.81520 -0.22861
C 1.91291 0.87741 1.21878
H 1.59824 1.69532 -0.87273
C -0.76762 -2.30118 2.29752
C 0.05916 -3.34272 1.80696
C -0.12780 -3.43258 0.39761
H 0.73338 -3.94203 2.41027
C -1.06809 -2.43853 0.00665
C -1.47734 -1.75792 1.18888
H 2.09737 -0.85198 -1.70012
H 1.98071 1.80878 1.79861
H 2.66786 -0.70365 2.62803
H -2.13754 -0.88654 1.19224
H 0.38685 -4.09536 -0.29280
H -0.78287 -1.90324 3.30897
Au -0.25540 1.24981 0.85130
C -1.58830 -2.00785 -1.36101
C -3.10855 -2.14016 -1.29095
C -0.99638 -2.86400 -2.47859
H -3.32178 -3.20044 -1.10133
H -3.58695 -1.84616 -2.23099
H -3.55633 -1.56306 -0.47186
H -1.29279 -3.90477 -2.30033
H 0.10236 -2.79216 -2.50685
H -1.39461 -2.52759 -3.44480
C -1.09402 -0.51760 -1.56183
C -1.88549 0.67477 -2.10916
H -0.06671 -0.50895 -1.99624
H -0.91386 -0.17401 -0.51417
O -2.75735 1.23979 -1.43708
N -1.28975 1.12418 -3.34162
C -0.08778 1.98167 -3.10745
H -2.00786 1.56571 -3.91337
C 1.23661 1.40434 -3.54035
C 2.40831 2.09732 -3.22046
H 2.34629 3.04595 -2.69878
C 3.65468 1.59012 -3.56660
H 4.56516 2.11932 -3.30457
C 3.75537 0.39495 -4.28077
H 4.73131 -0.00976 -4.57529
C 2.58266 -0.28751 -4.64051
H 2.63760 -1.21739 -5.21941
C 1.31961 0.21982 -4.27971
H 0.39699 -0.27806 -4.60036
H -0.05886 2.19781 -2.01927
H -0.23685 2.95586 -3.59483
C 0.74375 0.92719 4.27551
Si -0.98906 1.62783 3.98165
C -2.20100 0.41390 4.75910
C -1.13503 3.31435 4.83491
C -1.57427 1.98731 2.22084
H 0.89859 0.81742 5.36114
H 1.53134 1.60374 3.92494
H 0.96638 -0.05900 3.83968
H -2.27835 0.65684 5.82554
H -3.20616 0.48623 4.31850
H -1.87275 -0.62935 4.68865
H -0.39893 4.03575 4.44709
H -2.13565 3.74399 4.65674
H -0.98409 3.21002 5.91410
H -2.57612 1.66962 1.90673
H -1.37403 3.03272 1.86265
```

No. 3
A molecular structure, C26H36FMgN7O7S3Si in a non-equilibrium geometry. Source: the OMol25 dataset; level of theory: ωB97M-V/def2-TZVPD.

HOMO level	-6.7	eV
2S+1	1
ΔE to the lowest compared entry with this formula, charge and spin	237.6	kJ/mol
LUMO energy	-1.65	eV

```
82
C26H36FMgN7O7S3Si ωB97M-V/def2-TZVPD
Mg -0.55614 -3.28121 0.20011
N -2.49542 -2.07992 3.25586
C -2.12883 -1.23636 2.27137
N -1.13564 -1.43777 1.46219
C -0.96734 -0.28297 0.62547
C -1.45442 0.94110 1.43254
S -2.99326 0.35100 2.16478
C -1.28502 -0.90619 -1.67704
C -1.40626 -0.33943 -2.89357
S -0.61062 -1.35240 -4.05972
C -0.13160 -2.44129 -2.77774
N -0.55628 -2.06554 -1.58591
N 0.55286 -3.56857 -2.97866
H -2.18569 -3.03436 3.10041
H -3.45139 -2.01456 3.56717
H -0.76506 1.05945 2.26535
H -1.95079 0.54596 -3.17936
H 0.80937 -3.84370 -3.90603
H 0.47396 -4.25254 -2.19323
C 3.67995 3.24237 -2.14411
C 3.70115 2.69179 -0.72243
N 2.52316 1.87904 -0.43056
C 2.64166 0.51441 -0.44947
C 1.65033 -0.34406 -0.11304
C 1.98221 -1.83511 -0.13113
O 2.98369 -2.14816 -0.77410
O 1.20621 -2.58540 0.53728
C 0.39985 0.25771 0.19419
O -1.81451 -0.35883 -0.55109
C 0.24198 1.60952 0.07912
C -1.16261 2.07557 0.44480
C -1.13768 3.49620 0.85360
F -2.34544 3.97857 1.28247
C -0.10283 4.31450 0.62742
C 1.16143 3.85428 0.07194
C 1.32807 2.49904 -0.13628
N -0.17011 5.73887 0.85368
C -0.46659 6.45393 -0.37992
C -0.19476 7.93187 -0.20182
N -1.03706 8.41769 0.95169
C -0.68163 7.66876 2.21335
C -0.97825 6.20339 1.96577
H 4.56888 3.84784 -2.33051
H 2.79303 3.85799 -2.30545
H 3.66000 2.42134 -2.86336
H 3.74626 3.49927 0.00935
H 4.57619 2.06477 -0.57182
H 3.60607 0.11691 -0.73857
H -1.85191 1.96135 -0.39957
H 1.96710 4.57222 -0.00255
H -1.51315 6.30469 -0.70226
H 0.17535 6.06857 -1.17008
H -0.44904 8.50801 -1.08797
H 0.84420 8.09977 0.06927
H -2.01236 8.20863 0.73437
H -0.95442 9.42267 1.07649
H -1.27302 8.07201 3.03205
H 0.37803 7.83171 2.39683
H -2.05939 6.08368 1.80764
H -0.71641 5.63612 2.85720
C -3.10528 -5.85204 -0.05297
S -2.84019 -4.32881 0.78994
O -4.02170 -4.08106 1.58968
O -1.60323 -4.44914 1.61264
O -2.58865 -3.33968 -0.27070
H -3.21633 -6.65434 0.67509
H -2.24594 -6.01289 -0.70561
H -4.02250 -5.71137 -0.62498
C 2.16499 -5.69791 1.01075
Si 0.88487 -6.16811 -0.27469
C -0.11690 -7.58653 0.44914
C 1.79974 -6.83106 -1.78370
O -0.02995 -4.91461 -0.73130
H 2.66594 -6.57261 1.44281
H 1.68098 -5.13835 1.81974
H 2.91759 -5.03553 0.56996
H 0.54306 -8.36581 0.84892
H -0.77703 -8.05233 -0.29197
H -0.73570 -7.21147 1.27321
H 2.38750 -7.72687 -1.54085
H 2.49634 -6.07016 -2.15955
H 1.10635 -7.09356 -2.59197
```

No. 4
A molecular structure, C26H36LuP in a non-equilibrium geometry. Source: the OMol25 dataset; level of theory: ωB97M-V/def2-TZVPD.

HOMO level	-14.7	eV
2S+1	1
LUMO energy	-6.95	eV
total charge	+2

```
64
C26H36LuP ωB97M-V/def2-TZVPD
C -0.08619 -1.54517 -2.37771
H -0.29115 -2.56735 -2.70051
H -0.68944 -0.87156 -3.03149
H -0.56289 -1.55333 -1.26807
C 1.41308 -1.23438 -2.46960
H 1.63898 -0.12814 -2.45232
H 1.95090 -1.66644 -1.61590
C 2.02171 -1.81207 -3.76592
H 3.08173 -1.56695 -3.85834
H 1.93952 -2.90660 -3.77824
H 1.50971 -1.43214 -4.65609
C -1.17410 2.36624 -0.16838
C -0.26993 2.71025 -1.22525
C -0.79575 2.16244 -2.44830
C -2.00932 1.45365 -2.13029
C -2.22790 1.56665 -0.71636
C -3.44944 1.15038 0.02255
C -2.94494 0.84218 -3.10919
C -0.20438 2.30201 -3.80376
C 0.96501 3.52307 -1.07820
C -1.14095 2.89653 1.21710
Lu -0.16422 0.32606 -1.14503
H -3.70746 0.24142 -2.60107
H -3.46403 1.62541 -3.68314
H -2.42668 0.20282 -3.83606
H -4.02804 0.41492 -0.55083
H -3.19349 0.69610 0.98979
H -4.11166 2.01073 0.22751
H -0.11217 2.99407 1.58376
H -1.60690 3.89610 1.28489
H -1.68369 2.23507 1.90329
H 1.66463 3.33633 -1.90381
H 0.73091 4.60018 -1.08239
H 1.47909 3.30746 -0.12894
H -0.22336 1.35408 -4.36688
H -0.78040 3.03435 -4.39231
H 0.83175 2.66031 -3.75055
C 2.25333 0.87915 1.79579
P 1.09917 -0.40333 1.22251
C 1.91266 -1.99659 1.58802
C 1.48651 -3.14640 0.89460
C 2.10183 -4.37737 1.12653
C 3.13665 -4.48230 2.06430
C 3.54578 -3.34921 2.77599
C 2.93511 -2.11088 2.54294
C -0.28740 -0.33602 2.43753
C -0.22356 0.40852 3.62366
C -1.34879 0.50654 4.44714
C -2.53454 -0.14951 4.10425
C -2.59507 -0.90677 2.92925
C -1.47368 -1.02006 2.10847
H 3.09446 0.92813 1.08604
H 2.64421 0.65994 2.79681
H 1.75942 1.86026 1.81046
H 0.66437 -3.07962 0.17371
H 1.77239 -5.25832 0.57706
H 3.61838 -5.44548 2.24123
H 4.34351 -3.42577 3.51627
H 3.26186 -1.23751 3.11150
H 0.69968 0.91694 3.90600
H -1.29509 1.09331 5.36595
H -3.41107 -0.07935 4.75214
H -3.51812 -1.42441 2.65654
H -1.52051 -1.64853 1.21134
```